Entry 1:
This record from the OMol25 dataset describes C3H9N3O as an isolated structure in a non-equilibrium geometry. The level of theory is ωB97M-V/def2-TZVPD.

Geometry as XYZ:
```
16
Properties=species:S:1:pos:R:3:forces:R:3:nbo_charge:R:1
C 0.76563 0.36231 0.24833 5.9 -0.4 -2.1 0.3458
C 2.43676 -0.29238 -0.70962 -1.4 2.0 1.6 -0.7120
N 0.07916 -0.59338 -0.39232 -6.9 0.3 0.6 -0.6480
C -1.67019 0.19755 -0.15485 1.1 -1.2 -0.8 0.5592
N -2.28815 -0.24579 0.97676 0.4 -0.3 -0.1 -0.8553
O 0.96973 0.21318 1.57341 -0.5 -0.1 0.8 -0.6905
N -2.06294 1.02370 -1.01888 0.5 -0.7 -0.1 -0.7670
H 1.03003 -0.73456 1.76978 0.0 0.2 -0.1 0.4772
H 0.07193 -0.50285 -1.40010 0.2 0.3 0.0 0.3895
H 0.66230 1.42072 0.00565 0.0 -0.1 0.0 0.1754
H -1.82016 -0.96866 1.49798 -0.2 0.0 -0.1 0.4025
H -3.30020 -0.20320 1.03418 0.3 0.1 0.0 0.3908
H -3.02974 1.35356 -0.92682 0.4 0.0 0.3 0.3505
H 2.35789 -1.10671 -1.42089 -0.6 0.0 -0.1 0.1936
H 2.69154 0.65416 -1.17544 0.5 -0.1 -0.2 0.1955
H 3.10641 -0.57766 0.09283 0.2 0.2 0.1 0.1929
```
Forces are in eV/Å.

Summary:
* LUMO level: 0.75 eV
* relative energy (zero: lowest compared OMol25 entry of this formula, charge and spin): 4.676 eV
* orbital gap: 8.542 eV
* HOMO: -7.80 eV

***

Entry 2:
This record from the OMol25 dataset describes C42H68KN8O2S as an isolated structure in a non-equilibrium geometry. The level of theory is ωB97M-V/def2-TZVPD.

Geometry as XYZ:
```
122
Properties=species:S:1:pos:R:3:forces:R:3:mulliken_charge:R:1
K 1.02650 0.20138 0.02583 2.2 -0.4 0.1 2.4520
C 0.93481 -2.75346 1.59906 0.0 0.0 0.0 -1.0402
N 0.13646 -1.54008 1.62985 -0.4 -0.7 0.6 1.4651
C 0.17333 -0.94595 2.95558 0.0 0.0 0.0 -1.2468
C -1.22435 -1.82373 1.19482 -0.1 0.0 0.0 -1.4616
C -2.04540 -0.57543 0.85550 0.1 -0.2 0.0 -1.0008
N -1.35981 0.31312 -0.06738 -1.5 0.1 0.0 1.4493
C -1.56523 -0.00561 -1.47707 0.0 -0.1 0.0 -0.3496
C -1.25971 -1.41849 -1.90539 -0.1 0.1 -0.2 0.4575
C -2.31460 -2.27235 -2.16869 0.1 -0.1 0.0 -0.6612
C -2.12650 -3.57674 -2.61418 -0.1 0.0 0.0 -0.4600
C -0.81093 -3.96817 -2.84265 -0.1 -0.1 0.0 -0.3717
C 0.28803 -3.13752 -2.65189 0.1 0.0 0.1 -0.6419
C 0.09526 -1.81898 -2.12275 -0.1 -0.2 -0.3 -0.0289
O 1.06283 -0.99665 -1.87522 0.1 -1.1 -1.8 -0.0743
C 1.69755 -3.62474 -3.02367 0.0 0.1 0.0 2.8588
C 2.31695 -2.67462 -4.06745 -0.1 0.0 0.1 -1.3459
C 2.58836 -3.67611 -1.77265 0.0 0.0 -0.1 -1.5595
C 1.68675 -5.02264 -3.64561 0.0 0.0 0.0 -2.5296
C -3.33610 -4.47935 -2.85938 0.0 0.0 0.0 2.2638
C -4.24615 -3.83449 -3.91867 0.1 0.0 0.1 -1.7379
C -2.92617 -5.86286 -3.36577 0.0 0.1 0.0 -2.1881
C -4.12146 -4.66355 -1.55245 0.0 0.0 0.0 -1.6544
C -1.67729 1.73057 0.14914 0.0 0.1 0.2 -0.5557
C -1.42858 2.21721 1.55183 -0.1 0.0 -0.1 0.2752
C -2.49845 2.55832 2.35361 0.1 0.0 0.1 -0.4766
C -2.32941 3.02201 3.65633 -0.1 0.1 0.0 -0.7521
C -1.01783 3.13440 4.09995 0.0 0.0 0.0 -0.2744
C 0.10689 2.82985 3.33638 0.1 -0.1 0.0 0.0711
C -0.06882 2.34399 1.99740 0.0 0.4 0.2 -0.5340
O 0.88430 2.02311 1.20092 -0.3 2.1 1.3 -0.8528
C 1.46851 3.07372 4.02139 0.0 0.0 0.0 2.4706
C 1.57890 4.56698 4.38060 0.0 0.0 0.0 -1.8527
C 1.54461 2.24374 5.31397 0.0 0.0 0.0 -1.6027
C 2.71225 2.72037 3.19694 -0.1 0.0 -0.1 -1.9284
C -3.54685 3.41373 4.49269 0.0 0.0 0.0 2.2501
C -3.15312 3.93528 5.87612 0.0 0.0 -0.1 -2.1111
C -4.32112 4.53254 3.77338 0.0 -0.1 0.1 -1.7230
C -4.47009 2.20194 4.68665 0.0 0.0 0.0 -1.7013
H 0.56474 -3.50697 2.31759 0.0 0.0 0.0 0.3288
H 1.97379 -2.52495 1.84675 0.0 0.0 0.0 0.1374
H 0.90312 -3.18840 0.59841 0.0 0.0 0.0 0.1007
H -0.33690 -1.58204 3.70138 0.0 0.0 0.0 0.1970
H -0.29470 0.03791 2.95555 0.0 0.0 0.0 0.1766
H 1.21170 -0.81844 3.26821 0.0 0.0 0.0 0.3422
H -1.77714 -2.38728 1.97146 0.0 -0.1 0.0 0.4253
H -1.16336 -2.45005 0.30608 0.0 -0.1 0.1 0.1245
H -2.24628 -0.01681 1.76878 0.0 0.0 0.0 0.5671
H -3.01564 -0.92460 0.45899 0.0 0.1 0.0 0.1592
H -0.91367 0.66490 -2.04322 -0.1 0.1 0.0 -1.4057
H -2.61249 0.22016 -1.75614 0.0 0.0 0.0 0.3826
H -3.32034 -1.89562 -2.00533 0.0 0.0 0.0 0.3308
H -0.63484 -4.97420 -3.19890 0.0 0.1 0.0 0.6222
H 2.37249 -1.67158 -3.64954 0.0 0.1 0.0 -0.1173
H 1.69309 -2.64758 -4.96541 0.0 0.0 0.0 0.3644
H 3.32084 -3.00671 -4.35049 0.0 0.0 0.0 0.4767
H 2.55528 -2.72421 -1.24711 0.0 0.0 0.0 -0.0971
H 3.62516 -3.90003 -2.04295 0.0 0.0 0.0 0.5011
H 2.23983 -4.45432 -1.08934 0.0 0.0 0.0 0.2759
H 1.04525 -5.05888 -4.52891 0.0 0.0 0.0 0.4594
H 1.34510 -5.77750 -2.93343 0.0 0.0 0.0 0.4158
H 2.70014 -5.29169 -3.95338 0.0 0.0 0.0 0.4494
H -3.67593 -3.64098 -4.82933 0.0 0.0 0.0 0.3603
H -4.64627 -2.88363 -3.56638 0.0 0.0 0.0 0.3123
H -5.08878 -4.48753 -4.16568 0.0 0.0 0.0 0.4657
H -2.37429 -5.78815 -4.30532 0.0 0.0 0.0 0.3875
H -3.81274 -6.47633 -3.54217 0.0 0.0 0.0 0.4389
H -2.29904 -6.37674 -2.63425 0.0 0.0 0.0 0.3746
H -4.41907 -3.70169 -1.13305 0.0 0.0 0.0 0.3132
H -3.50215 -5.17189 -0.81050 0.0 0.0 0.0 0.3531
H -5.02413 -5.25945 -1.71890 0.0 0.0 0.0 0.4450
H -2.73204 1.92719 -0.12023 0.0 0.0 0.0 0.3420
H -1.04514 2.30562 -0.53556 0.0 0.0 -0.1 -0.2540
H -3.50010 2.44906 1.94504 0.0 0.0 0.0 0.3473
H -0.85057 3.48862 5.11054 0.0 0.0 0.0 0.3215
H 0.79714 4.87560 5.07740 0.0 0.0 0.0 0.2740
H 1.48272 5.17462 3.47834 0.0 0.0 0.0 0.3799
H 2.54976 4.77770 4.83962 0.0 0.0 0.0 0.4822
H 0.73330 2.48470 6.00304 0.0 0.0 0.0 0.2844
H 2.49361 2.42737 5.82658 0.0 0.0 0.0 0.4779
H 1.48468 1.17915 5.07767 0.0 0.0 0.0 0.2147
H 2.76445 3.31338 2.28679 0.0 0.0 -0.1 0.1443
H 2.71764 1.67273 2.90524 0.0 0.0 -0.1 0.3645
H 3.60618 2.91962 3.79829 0.0 0.0 0.0 0.4973
H -2.50346 4.80918 5.79329 0.0 0.0 0.0 0.3721
H -2.63254 3.16871 6.45394 0.0 0.0 0.0 0.3632
H -4.04843 4.23047 6.42885 0.0 0.0 0.0 0.4435
H -3.65657 5.37632 3.57854 0.0 0.0 0.0 0.3506
H -5.16070 4.88111 4.38338 0.0 0.0 0.0 0.4672
H -4.71405 4.18815 2.81643 0.0 0.0 0.0 0.3153
H -3.95126 1.41926 5.24386 0.0 0.0 0.0 0.3622
H -4.77473 1.78193 3.72702 0.0 0.0 0.0 0.3151
H -5.37124 2.48623 5.23923 0.0 0.0 0.0 0.4482
C 5.40442 0.60534 -3.22539 0.0 0.0 0.0 -0.7959
C 5.81296 0.19013 -1.86241 -0.1 0.0 -0.1 0.7755
N 7.02533 0.00626 -1.45655 0.2 0.0 0.1 -0.8843
N 6.87834 -0.40161 -0.15486 -0.2 0.1 -0.1 0.1979
C 5.59438 -0.44496 0.26930 0.2 0.0 -0.2 0.0689
S 5.01851 -0.91284 1.74349 -0.1 0.0 0.3 -0.4579
N 4.91057 -0.05849 -0.85619 0.2 0.0 0.0 0.0526
N 3.54789 0.11520 -0.89575 -0.3 0.0 -0.1 0.1585
H 6.29113 0.70251 -3.84623 0.0 0.0 0.0 0.3624
H 4.86817 1.55542 -3.19980 0.0 0.0 0.0 0.1904
H 4.73350 -0.14021 -3.65697 0.0 0.0 0.0 0.1088
H 7.68062 -0.55700 0.42316 0.0 -0.1 0.1 0.1845
H 3.26713 0.91120 -1.47275 0.2 0.0 0.0 0.0410
H 3.04489 -0.69752 -1.24892 0.2 -0.2 -0.2 -0.2168
C -1.01597 1.91178 -4.69854 0.0 -0.1 0.1 -1.3749
C 0.08006 2.27183 -3.75379 0.0 0.2 0.0 0.6727
C 0.23700 3.36748 -2.93517 0.0 0.0 0.0 -1.0022
C 1.43929 3.14527 -2.22524 -0.2 0.1 -0.3 0.7228
N 1.98620 2.00068 -2.60627 0.1 0.1 0.3 -0.2564
N 1.15789 1.49227 -3.53751 -0.1 0.0 -0.1 -0.0576
C 2.04117 4.01048 -1.16938 0.0 -0.2 0.1 -0.9534
H -1.56691 2.80599 -4.98310 0.0 0.0 0.0 0.3772
H -1.71691 1.21443 -4.23367 0.0 0.0 0.0 0.1941
H -0.62032 1.44166 -5.59966 0.0 0.0 0.0 0.3738
H -0.42781 4.21192 -2.85582 0.0 0.0 0.0 0.3894
H 1.25679 0.51702 -3.77703 0.0 -0.1 0.1 0.2700
H 1.48316 4.94259 -1.09368 0.1 0.0 0.0 0.3608
H 3.08772 4.23445 -1.38240 0.0 0.0 0.0 0.3747
H 1.96507 3.49658 -0.20676 0.0 0.0 0.0 -0.1540
```
Forces are in eV/Å.

Summary:
* LUMO level: 2.15 eV
* relative energy (zero: lowest compared OMol25 entry of this formula, charge and spin): 0.710 eV
* orbital gap: 6.103 eV
* total charge: -1
* HOMO: -3.95 eV

***

Entry 3:
This record from the OMol25 dataset describes C14H33F6NNaO17S6 as an isolated structure in a non-equilibrium geometry. The level of theory is ωB97M-V/def2-TZVPD.

Geometry as XYZ:
```
78
Properties=species:S:1:pos:R:3:forces:R:3:mulliken_charge:R:1
Na -0.04190 0.68843 0.72579 -1.5 0.3 -0.6 0.6994
C -2.92307 -3.60573 -0.75465 -0.4 3.5 -1.3 0.6838
F -2.28236 -4.39434 -1.57226 0.5 -1.1 0.0 -0.2358
F -4.22384 -3.73734 -0.90007 -0.1 -0.7 0.4 -0.1766
F -2.58277 -3.77250 0.49903 0.3 -0.8 0.9 -0.2513
S -2.44862 -1.74643 -1.25867 -1.1 2.7 1.2 0.9360
O -1.71049 -1.00859 -0.26679 0.6 -1.7 0.9 -0.3563
O -1.77195 -1.83056 -2.52895 -0.6 -0.6 0.2 -0.6415
N -4.00017 -0.91680 -1.11545 3.4 -2.2 0.5 -0.3326
S -4.50903 -1.04271 -2.54461 -2.8 1.2 -6.1 1.0255
O -4.23829 0.14800 -3.43662 -0.7 -2.9 2.1 -0.6604
O -4.41316 -2.37685 -3.18758 0.2 1.5 0.7 -0.6699
C -6.40780 -0.94876 -2.30854 1.8 -1.1 -0.8 0.4781
F -6.80572 -1.73040 -1.29833 -0.4 -0.4 -0.3 -0.2384
F -6.66862 0.27688 -1.97921 -1.2 1.5 -0.1 -0.2136
F -7.07497 -1.32462 -3.47293 0.7 0.7 1.8 -0.2403
O -2.43382 1.74771 0.34646 0.8 0.8 0.9 -0.9137
H -2.21691 2.51637 0.90917 -0.2 -1.2 -0.7 -0.1751
O 2.19446 0.83993 -3.18168 1.6 2.2 -0.8 -0.6676
S 0.97506 0.23938 -2.84767 -3.3 -4.7 0.5 0.8675
O -0.03848 0.72114 -1.92292 2.0 0.0 -1.3 -0.4181
O 0.12656 -0.20517 -4.22138 0.1 0.5 2.3 -0.1639
C 0.54708 0.06643 -5.52574 0.8 1.3 -0.7 -0.3794
C 1.50354 -0.98524 -6.03557 -0.1 -0.7 0.0 -0.9432
C 1.50892 -1.49158 -2.29438 -1.9 0.9 0.0 -0.5627
H 0.95855 1.07149 -5.61869 0.7 0.1 0.5 0.2935
H -0.33540 0.24116 -6.14122 -0.4 -0.9 0.1 0.4101
H 0.96234 -1.91200 -6.22613 -0.1 0.0 -0.4 0.2917
H 2.22018 -1.30745 -5.28011 0.2 0.6 0.2 0.1964
H 2.06816 -0.67032 -6.91314 -0.2 0.0 -0.1 0.3518
H 0.61195 -2.00170 -1.94320 -0.2 0.3 0.2 0.0349
H 2.17624 -1.36693 -1.44159 0.3 0.0 -0.4 0.2429
H 1.80691 -2.12275 -3.13159 0.7 0.6 0.0 0.3600
O -0.15097 3.06294 1.46531 -0.6 2.1 1.2 -0.2139
S -0.59265 4.34365 2.04002 1.8 -0.1 -0.3 1.0592
O 0.11149 4.78720 3.25453 -1.4 -0.2 -2.1 -0.6919
O -0.32978 5.48650 0.85718 0.4 -1.1 2.7 -0.4257
C -0.56558 5.12629 -0.50499 0.9 0.3 -1.0 0.0913
C 0.67486 5.32627 -1.41684 0.1 -0.4 0.1 -1.1083
C -2.42003 4.39350 2.25198 1.2 -0.5 -0.6 -0.8662
H -1.38564 5.81024 -0.72360 -0.1 -0.5 -0.9 0.3006
H -0.75634 4.05841 -0.61155 -0.9 0.0 0.2 0.2118
H 0.41365 5.05127 -2.43872 -0.4 0.3 -0.1 0.3832
H 1.44382 4.57990 -1.21755 0.0 -0.1 0.5 0.1064
H 1.20196 6.28000 -1.44264 -0.5 0.3 0.3 0.3471
H -2.75898 3.96940 1.30681 -0.3 0.0 -0.1 0.4291
H -2.83710 5.39178 2.38467 0.5 -0.1 0.3 0.3360
H -2.63174 3.66376 3.03350 -0.1 0.3 0.0 0.3588
O 1.69543 -3.53851 2.34556 0.0 1.1 0.3 -0.6606
S 0.72572 -2.62091 2.90670 -0.6 -2.8 -0.2 0.8819
O 0.68609 -1.25223 2.43868 -0.5 -1.4 0.9 -0.2575
O -0.70752 -3.40733 2.74779 1.0 1.6 -0.5 -0.2326
C -0.78562 -4.85225 2.76083 0.3 0.0 -0.6 -0.4130
C -1.94020 -5.22432 3.61973 -0.5 -0.2 0.3 -1.1191
C 0.76250 -2.86024 4.70642 0.1 1.3 -0.2 -1.0541
H 0.09947 -5.40430 3.07700 0.5 0.8 0.4 0.4634
H -0.91618 -5.22913 1.74642 -0.2 0.4 -0.2 0.3288
H -1.96385 -4.70502 4.57779 0.4 -0.1 0.1 0.2806
H -1.78411 -6.29051 3.78402 -0.7 -0.1 0.2 0.3778
H -2.90539 -4.99465 3.16834 0.1 -0.3 -0.2 0.3072
H 0.77559 -3.92862 4.92203 0.1 0.1 -0.3 0.3798
H -0.13671 -2.41150 5.12850 0.0 0.0 -0.2 0.3134
H 1.62594 -2.33788 5.11838 0.1 -0.2 0.0 0.3927
O 4.36326 1.93914 -1.14889 -2.3 -2.3 2.5 -0.6375
S 3.64158 1.60016 0.11501 2.0 4.4 -1.5 0.8340
O 2.19277 1.37252 0.22895 2.7 -1.0 -0.2 -0.0267
O 4.66126 0.58857 0.92403 -1.0 2.0 -2.7 -0.3709
C 4.23340 0.09959 2.14888 0.7 -1.5 1.7 -0.2688
C 5.32500 0.31605 3.26009 -1.3 -0.4 -0.6 -1.1489
C 4.01269 3.13482 1.07860 -0.1 -1.7 0.8 -0.7617
H 4.10727 -0.94285 1.85649 -0.2 -0.4 1.2 0.4128
H 3.27356 0.48143 2.49675 -0.1 0.2 -0.2 0.3381
H 5.02101 -0.32151 4.09027 0.1 -0.1 0.1 0.3609
H 5.30406 1.33660 3.64237 0.2 0.1 -0.2 0.2749
H 6.32768 0.02037 2.95139 -0.1 0.1 -0.2 0.2962
H 4.24174 2.73582 2.06675 -0.3 0.3 0.3 0.1636
H 3.14297 3.78857 1.14406 0.3 0.0 -0.3 0.2293
H 4.97068 3.51907 0.72831 -0.5 0.2 -0.4 0.3675
```
Forces are in eV/Å.

Summary:
* LUMO level: 1.39 eV
* relative energy (zero: lowest compared OMol25 entry of this formula, charge and spin): 3.902 eV
* orbital gap: 4.804 eV
* total charge: -1
* HOMO: -3.41 eV

***

The highest orbital gap belongs to which entry?
C3H9N3O

***

Which of these has the lowest orbital gap?
C14H33F6NNaO17S6